Record 1
Formula: C21H44ClN4O6S4
Source: the Open Molecules 2025 dataset
Level of theory: wB97M-V/def2-TZVPD

Geometry (Å):
C1 -1.360976 -5.025913 -6.849858
C2 -1.979967 -3.732440 -6.310392
C3 -1.001144 -3.063281 -5.371380
C4 -1.461283 -1.706629 -4.853329
N1 -1.056480 -0.588710 -5.718572
C5 -1.833365 0.662897 -5.473327
C6 -1.174427 1.763885 -4.679144
C7 -0.796824 1.358501 -3.250476
C8 -1.865235 1.696378 -2.227438
S1 -1.892353 0.512083 -0.879815
O1 -3.195929 -0.083909 -0.936399
O2 -0.824090 -0.450885 -1.077942
N2 -1.750645 1.277891 0.538431
S2 -0.404067 2.125663 0.673605
O3 -0.352485 2.644375 2.014810
O4 -0.248819 3.160417 -0.329706
C9 1.061020 1.106607 0.521241
C10 1.405120 0.161352 1.688372
C11 2.093692 -1.077681 1.127956
Cl1 0.012957 -0.411995 2.648336
C12 0.288514 -0.428670 -5.837339
S3 0.958611 0.450764 -7.051082
S4 1.379783 -1.218403 -4.672297
C13 2.552836 0.107559 -4.298451
C14 3.945913 -0.019471 -4.956543
C15 4.320365 -1.416196 -5.419332
H1 -0.958535 -5.583341 -6.009358
H2 -2.091287 -5.634466 -7.366954
H3 -0.528272 -4.777127 -7.495136
H4 -2.891465 -3.996583 -5.786185
H5 -2.210530 -3.089594 -7.153963
H6 -0.012463 -3.016008 -5.815433
H7 -0.890327 -3.703269 -4.500629
H8 -1.169528 -1.593341 -3.808994
H9 -2.544983 -1.722188 -4.859619
H10 -2.772765 0.373198 -5.026200
H11 -2.086675 1.074466 -6.447070
H12 -0.324847 2.204638 -5.180543
H13 -1.910433 2.562540 -4.608021
H14 0.104140 1.898590 -2.975842
H15 -0.538588 0.310352 -3.214942
H16 -1.741983 2.710363 -1.883244
H17 -2.844094 1.640701 -2.686659
H18 1.865496 1.829634 0.457531
H19 1.064806 0.550215 -0.402346
H20 2.125069 0.649569 2.323509
H21 2.101786 -1.852125 1.879092
H22 3.116750 -0.812248 0.875889
H23 1.593834 -1.424328 0.231390
H24 2.101810 1.044540 -4.587992
H25 2.680148 0.094028 -3.224002
H26 4.685971 0.291209 -4.229061
H27 3.979883 0.647293 -5.810703
H28 5.367905 -1.416936 -5.699727
H29 3.714327 -1.715062 -6.263249
H30 4.218589 -2.138011 -4.615840
C16 -3.239895 2.890985 6.896923
C17 -2.263761 1.740345 6.818931
O5 -2.346782 0.782117 7.587422
N3 -1.309537 1.812167 5.870477
C18 -1.073936 2.882380 4.903672
H31 -3.946070 2.695148 7.698362
H32 -2.715617 3.823420 7.108053
H33 -3.787803 2.990218 5.959946
H34 -0.697315 1.010412 5.835003
H35 -1.153704 2.487986 3.893458
H36 -0.064575 3.270195 5.046648
H37 -1.786704 3.689865 5.031132
C19 2.498350 -1.016624 9.671444
C20 1.721451 -0.606408 8.438999
O6 2.117406 -0.870178 7.314166
N4 0.563466 0.069719 8.632024
C21 -0.049645 0.464897 9.881163
H38 3.393673 -1.544201 9.357815
H39 2.791005 -0.139433 10.249933
H40 1.900779 -1.679387 10.298559
H41 0.079646 0.314299 7.782066
H42 -1.041475 0.017715 9.949756
H43 -0.156552 1.550939 9.903413
H44 0.543129 0.152521 10.735009

Forces on atoms 1 to 3 (eV/Å):
-0.11 0.47 0.43
0.56 -0.61 -0.47
-0.32 0.09 0.41

Values from the calculation:
Multiplicity: 1
LUMO level: 0.076 Ha
Charge: -1
Orbital gap: 8.3 eV

What are the Löwdin partial charges on each atom? They are as follows, in elementary charge units:
1 C -0.115
2 C -0.262
3 C -0.237
4 C -0.215
5 N -0.165
6 C -0.163
7 C -0.191
8 C -0.225
9 C -0.236
10 S 0.503
11 O -0.343
12 O -0.358
13 N -0.320
14 S 0.466
15 O -0.370
16 O -0.349
17 C -0.273
18 C -0.726
19 C -0.143
20 Cl 0.645
21 C -1.066
22 S 0.666
23 S 0.932
24 C -0.464
25 C -0.310
26 C -0.152
27 H 0.069
28 H 0.063
29 H 0.069
30 H 0.106
31 H 0.109
32 H 0.072
33 H 0.121
34 H 0.098
35 H 0.122
36 H 0.120
37 H 0.108
38 H 0.079
39 H 0.116
40 H 0.112
41 H 0.057
42 H 0.079
43 H 0.092
44 H 0.101
45 H 0.065
46 H 0.092
47 H 0.057
48 H 0.077
49 H 0.072
50 H 0.047
51 H 0.070
52 H 0.097
53 H 0.087
54 H 0.065
55 H 0.055
56 H 0.065
57 C -0.016
58 C -0.551
59 O -0.002
60 N 0.027
61 C -0.056
62 H 0.076
63 H 0.080
64 H 0.086
65 H 0.128
66 H 0.047
67 H 0.089
68 H 0.073
69 C -0.020
70 C -0.556
71 O 0.026
72 N 0.018
73 C -0.083
74 H 0.077
75 H 0.078
76 H 0.079
77 H 0.102
78 H 0.079
79 H 0.083
80 H 0.066


Record 2
Formula: C5H11B
Source: the Open Molecules 2025 dataset
Level of theory: wB97M-V/def2-TZVPD

Geometry (Å):
B1 0.674574 0.317704 0.141872
C1 2.438198 -1.040582 -1.088479
C2 1.478278 -0.856652 -0.182007
C3 0.675109 1.846030 0.499853
C4 -2.271241 -0.492835 0.820177
C5 -1.365649 -0.190655 -0.381719
H1 2.782759 -2.047030 -1.351607
H2 3.025417 -0.257479 -1.722572
H3 1.235575 -1.816489 0.298493
H4 1.569415 2.388829 0.914925
H5 -0.202576 1.907772 1.159751
H6 0.482723 2.443026 -0.387205
H7 -3.328916 -0.420966 0.610385
H8 -2.129090 -1.578340 0.948748
H9 -2.157099 0.044714 1.798431
H10 -1.374195 -1.045349 -1.152363
H11 -1.533280 0.798294 -0.926676

Forces on atoms 1 to 3 (eV/Å):
1.12 0.86 0.68
3.50 0.52 -3.16
-2.13 -0.85 0.80

Values from the calculation:
ΔE to the lowest compared entry with this formula, charge and spin: 0.0 kcal per mole
⟨S²⟩: 2.0296
Multiplicity: 3
LUMO level (spin up / spin down): 0.027 / -0.083 Ha
Charge: 0
Orbital gap (spin up / spin down): 5.8 / 7.2 eV

What are the Löwdin partial charges on each atom? They are as follows, in elementary charge units:
1 B -0.246
2 C -0.058
3 C -0.212
4 C -0.091
5 C -0.144
6 C -0.050
7 H 0.043
8 H 0.088
9 H 0.083
10 H 0.078
11 H 0.047
12 H 0.038
13 H 0.064
14 H 0.071
15 H 0.089
16 H 0.104
17 H 0.096


Record 3
Formula: C3H8NO2
Source: the Open Molecules 2025 dataset
Level of theory: wB97M-V/def2-TZVPD

Geometry (Å):
C1 0.189332 0.763687 -0.117389
C2 0.395112 -0.505986 0.793186
C3 -1.336753 0.928606 -0.419132
N1 1.290829 -1.536757 0.112378
O1 -2.205923 0.272070 0.136870
O2 -1.528150 1.802338 -1.361285
H1 0.368570 1.621635 0.599378
H2 0.749176 0.924743 -1.017261
H3 0.782030 -0.047834 1.829803
H4 -0.623249 -0.832493 1.130972
H5 2.301353 -1.346058 0.162296
H6 1.035707 -2.511069 0.467006
H7 1.064844 -1.716924 -0.886378
H8 -2.482878 2.184042 -1.430444

Forces on atoms 1 to 3 (eV/Å):
-1.83 0.44 2.37
-0.02 2.95 1.46
-0.55 -2.19 1.03

Values from the calculation:
ΔE to the lowest compared entry with this formula, charge and spin: 34.7 kcal per mole
Multiplicity: 1
LUMO level: -0.149 Ha
Charge: +1
SMILES string: [NH3+]CCC(=O)O
Orbital gap: 10.4 eV

What are the Löwdin partial charges on each atom? They are as follows, in elementary charge units:
1 C -0.063
2 C -0.127
3 C -0.546
4 N 0.180
5 O 0.089
6 O 0.127
7 H 0.145
8 H 0.114
9 H 0.179
10 H 0.130
11 H 0.179
12 H 0.202
13 H 0.182
14 H 0.208


Sequential molecular weight output: 612.3, 82.0, 90.1 g mol⁻¹
Sequential E_tot output: -96601.6512, -6033.6296, -8818.4485 eV